DFT (ωB97M-V/def2-TZVPD) results for a cluster of 2 separate species, C8H16 in total.

Orbital gap, eV: 10.33
Structure (SMILES): C/C=C/C.C/C=C/C
Energy relative to the best compared isomer or geometry (same formula, charge and spin), kJ/mol: 71.2
HOMO level, eV: -9.169
Electronic energy, Ha: -314.367400

Cartesian coordinates (Å):
C1 -1.657 -0.772 0.303
C2 -2.412 0.504 0.493
C3 -1.874 1.678 0.794
C4 -2.670 2.927 1.018
H1 -2.135 -1.609 0.814
H2 -1.608 -1.032 -0.758
H3 -0.641 -0.712 0.690
H4 -3.494 0.459 0.395
H5 -0.798 1.756 0.920
H6 -3.736 2.737 0.899
H7 -2.398 3.721 0.314
H8 -2.505 3.333 2.019
C5 1.592 -2.341 -2.038
C6 1.650 -1.174 -1.086
C7 2.613 -1.015 -0.192
C8 2.742 0.175 0.707
H9 0.644 -2.873 -1.948
H10 1.688 -1.984 -3.066
H11 2.416 -3.017 -1.824
H12 0.857 -0.438 -1.161
H13 3.386 -1.776 -0.131
H14 1.927 0.875 0.528
H15 3.695 0.681 0.547
H16 2.718 -0.105 1.763

***

DFT (ωB97M-V/def2-TZVPD) results for an isolated molecule of C8H16 in a non-equilibrium geometry.

Orbital gap, eV: 9.61
Structure (SMILES): C/C=C(\C)CCCC
Energy relative to the best compared isomer or geometry (same formula, charge and spin), kJ/mol: 183.1
HOMO level, eV: -8.630
Electronic energy, Ha: -314.324783

Cartesian coordinates (Å):
C1 0.011 3.494 0.936
C2 -0.445 2.097 0.713
C3 0.149 0.952 0.747
C4 1.223 0.527 1.738
C5 -0.377 -0.167 -0.121
C6 0.448 -1.443 -0.117
C7 0.237 -2.318 -1.320
C8 -1.134 -2.399 -1.902
H1 0.882 3.684 0.239
H2 -0.818 4.227 0.590
H3 0.160 3.791 1.980
H4 -1.345 2.225 0.015
H5 0.638 -0.039 2.535
H6 1.766 1.448 2.157
H7 1.878 -0.229 1.300
H8 -0.391 0.202 -1.187
H9 -1.446 -0.349 -0.029
H10 0.170 -1.976 0.851
H11 1.623 -1.227 0.137
H12 0.449 -3.361 -1.019
H13 0.863 -1.966 -2.111
H14 -1.227 -1.603 -2.587
H15 -2.012 -2.194 -1.231
H16 -1.301 -3.374 -2.314

***

DFT (ωB97M-V/def2-TZVPD) results for a structure of composition C8H16AgO4 in a non-equilibrium geometry.

Orbital gap (alpha / beta), eV: 8.41 / 7.58
Energy relative to the best compared isomer or geometry (same formula, charge and spin), kJ/mol: 0.0
HOMO level (alpha / beta), eV: -10.787 / -13.008
Spin multiplicity: 3
Charge: +1
Electronic energy, Ha: -761.842500

Cartesian coordinates (Å):
C1 0.095 -1.348 2.662
H1 -0.779 -2.006 2.578
H2 0.798 -1.601 3.458
O1 -2.269 1.046 -0.719
C2 -2.816 1.475 0.481
C3 -1.766 1.589 1.582
O2 -0.996 0.371 1.497
C4 -0.188 0.009 2.541
Ag1 -0.746 -0.065 -0.530
H3 -3.584 0.752 0.824
H4 -3.300 2.467 0.399
H5 -2.220 1.665 2.578
H6 -1.075 2.430 1.425
H7 0.354 0.837 3.001
C5 0.879 -2.365 0.840
O3 0.724 -1.517 -0.259
C6 1.953 -1.178 -0.922
C7 1.620 -0.473 -2.212
O4 0.661 0.530 -1.886
C8 0.462 1.506 -2.906
H8 1.880 -2.324 1.276
H9 2.528 -2.089 -1.127
H10 2.517 -0.515 -0.251
H11 1.211 -1.157 -2.970
H12 2.532 -0.013 -2.617
H13 -0.406 2.103 -2.612
H14 1.347 2.152 -2.969
H15 0.272 1.009 -3.867
H16 0.313 -3.290 0.707

***

DFT (ωB97M-V/def2-TZVPD) results for a cluster of 2 separate species, C8H16BN2O6P in total in a non-equilibrium geometry.

Orbital gap, eV: 9.43
Structure (SMILES): N#C[C@H](CB(O)O)[C@@H](C#N)P(=O)(O)O.CC(C)O
HOMO level, eV: -10.166
Electronic energy, Ha: -1241.489519

Cartesian coordinates (Å):
N1 -0.949 -0.104 2.039
C1 0.034 -0.339 1.197
C2 1.480 -0.799 0.535
C3 1.685 -0.053 -0.916
B1 2.932 1.047 -0.703
O1 4.351 0.572 -0.860
O2 2.661 2.480 -0.349
C4 1.441 -2.465 0.420
C5 0.615 -2.994 -0.913
N2 -0.126 -3.008 -1.998
P1 3.253 -3.072 0.421
O3 3.284 -4.679 0.394
O4 4.007 -2.527 -1.079
O5 4.157 -2.395 1.769
H1 2.386 -0.477 1.230
H2 2.080 -0.781 -1.775
H3 0.725 0.545 -1.280
H4 4.879 0.922 -0.065
H5 2.448 2.479 0.647
H6 0.899 -2.959 1.348
H7 3.471 -3.010 -1.802
H8 3.528 -1.957 2.428
C6 -4.545 2.664 -1.074
C7 -3.893 1.514 -0.324
C8 -4.372 1.448 1.117
O6 -2.477 1.679 -0.344
H9 -4.294 3.626 -0.611
H10 -4.181 2.707 -2.106
H11 -5.634 2.558 -1.090
H12 -4.119 0.569 -0.831
H13 -4.116 2.367 1.658
H14 -3.885 0.623 1.648
H15 -5.456 1.305 1.166
H16 -2.267 2.516 0.104

***

DFT (ωB97M-V/def2-TZVPD) results for a cluster of 2 separate species, C8H16Br2N2OPS in total in a non-equilibrium geometry.

Orbital gap, eV: 8.70
HOMO level, eV: -12.000
Charge: +1
Electronic energy, Ha: -6386.399543

Cartesian coordinates (Å):
P1 -2.222 0.717 -4.172
C1 -1.362 -0.862 -3.657
C2 -1.690 -1.020 -2.129
C3 -0.654 -1.845 -1.306
C4 0.844 -1.530 -1.614
S1 1.251 0.253 -1.760
C5 0.487 1.143 -0.437
N1 -0.725 1.668 -0.393
N2 -0.999 2.318 0.739
C6 0.126 2.195 1.470
O1 1.039 1.492 0.794
H1 -1.986 1.072 -5.519
H2 -1.827 1.746 -3.266
H3 -3.602 0.499 -3.897
H4 -1.833 -1.700 -4.225
H5 -0.286 -0.761 -3.896
H6 -1.795 0.008 -1.704
H7 -2.693 -1.497 -1.998
H8 -0.812 -2.924 -1.566
H9 -0.902 -1.764 -0.224
H10 1.508 -2.057 -0.888
H11 1.085 -1.987 -2.606
H12 0.280 2.647 2.489
Br1 0.949 2.110 4.408
C7 2.375 0.781 4.464
C8 1.968 -0.424 5.271
Br2 2.045 -0.058 7.180
H13 3.257 1.281 4.855
H14 2.549 0.506 3.424
H15 2.666 -1.244 5.109
H16 0.958 -0.763 5.054

***

DFT (ωB97M-V/def2-TZVPD) results for a cluster of 4 separate species, C8H16Br8 in total.

Orbital gap, eV: 10.52
Structure (SMILES): BrCCBr.BrCCBr.BrCCBr.BrCCBr
Energy relative to the best compared isomer or geometry (same formula, charge and spin), kJ/mol: 0.5
HOMO level, eV: -10.207
Electronic energy, Ha: -20906.549210

Cartesian coordinates (Å):
Br1 2.364 0.573 -0.317
C1 0.807 -0.556 -0.572
C2 -0.265 0.217 -1.286
Br2 -1.833 -0.922 -1.434
H1 0.486 -0.917 0.400
H2 1.166 -1.408 -1.142
H3 0.010 0.512 -2.293
H4 -0.599 1.095 -0.741
Br3 3.485 -2.918 0.773
C3 3.057 -2.611 2.650
C4 2.805 -1.170 2.952
Br4 4.438 -0.101 2.894
H5 3.885 -3.038 3.203
H6 2.170 -3.210 2.849
H7 2.462 -1.073 3.980
H8 2.106 -0.715 2.260
Br5 0.097 2.662 2.232
C5 1.337 3.770 1.246
C6 2.714 3.610 1.830
Br6 3.902 4.881 0.969
H9 1.008 4.803 1.324
H10 1.284 3.460 0.208
H11 3.141 2.633 1.635
H12 2.710 3.795 2.899
Br7 -4.800 -2.329 -5.443
C7 -4.660 -1.845 -3.576
C8 -6.021 -1.530 -3.048
Br8 -5.878 -0.832 -1.247
H13 -3.996 -0.986 -3.511
H14 -4.189 -2.673 -3.054
H15 -6.670 -2.398 -2.989
H16 -6.523 -0.779 -3.652

***

DFT (ωB97M-V/def2-TZVPD) results for a cluster of 4 separate species, C8H16Br8 in total.

Orbital gap, eV: 10.38
Structure (SMILES): BrCCBr.BrCCBr.BrCCBr.BrCCBr
Energy relative to the best compared isomer or geometry (same formula, charge and spin), kJ/mol: 0.0
HOMO level, eV: -10.053
Electronic energy, Ha: -20906.549405

Cartesian coordinates (Å):
Br1 2.723 0.032 -5.078
C1 1.085 1.067 -4.956
C2 -0.105 0.209 -4.664
Br2 -0.523 -1.009 -6.111
H1 0.983 1.572 -5.912
H2 1.240 1.791 -4.160
H3 -0.999 0.815 -4.526
H4 0.021 -0.394 -3.769
Br3 1.458 -5.491 -0.110
C3 -0.126 -4.571 -0.754
C4 0.267 -3.208 -1.240
Br4 -1.341 -2.195 -1.630
H5 -0.833 -4.493 0.064
H6 -0.531 -5.186 -1.551
H7 0.888 -3.228 -2.128
H8 0.778 -2.656 -0.455
Br5 1.423 0.333 -1.293
C5 -0.087 1.142 -0.391
C6 0.358 1.681 0.950
Br6 -1.195 2.019 2.049
H9 -0.831 0.356 -0.295
H10 -0.493 1.893 -1.062
H11 0.907 2.611 0.857
H12 0.967 0.947 1.467
Br7 1.204 1.029 4.882
C7 -0.602 1.267 5.521
C8 -0.882 2.731 5.670
Br8 -2.773 2.950 6.061
H13 -0.678 0.740 6.468
H14 -1.274 0.793 4.812
H15 -0.664 3.289 4.767
H16 -0.364 3.165 6.518

***

DFT (ωB97M-V/def2-TZVPD) results for a cluster of 8 separate species, C8H16Cl16 in total in a non-equilibrium geometry.

Orbital gap, eV: 10.73
Structure (SMILES): ClCCl.ClCCl.ClCCl.ClCCl.ClCCl.ClCCl.ClCCl.ClCCl
Energy relative to the best compared isomer or geometry (same formula, charge and spin), kJ/mol: 93.2
HOMO level, eV: -10.616
Electronic energy, Ha: -7677.442428

Cartesian coordinates (Å):
Cl1 12.379 -6.531 2.321
C1 11.520 -5.074 1.947
Cl2 10.525 -5.291 0.466
H1 10.926 -4.719 2.790
H2 12.253 -4.320 1.661
Cl3 9.444 -2.514 -8.363
C2 10.928 -1.835 -7.797
Cl4 11.027 -0.228 -8.260
H3 10.986 -1.859 -6.709
H4 11.793 -2.289 -8.282
Cl5 11.546 -3.582 -4.361
C3 11.906 -4.645 -2.968
Cl6 11.105 -6.267 -3.320
H5 12.965 -4.901 -3.000
H6 11.568 -4.217 -2.024
Cl7 7.801 -5.992 -4.873
C4 7.915 -4.362 -5.553
Cl8 6.351 -3.462 -5.502
H7 8.731 -3.794 -5.108
H8 8.222 -4.434 -6.596
Cl9 9.262 -2.623 -2.538
C5 8.332 -1.150 -2.325
Cl10 6.616 -1.530 -1.886
H9 8.792 -0.506 -1.576
H10 8.180 -0.641 -3.277
Cl11 11.796 0.861 -0.575
C6 12.710 -0.460 -1.327
Cl12 12.287 -2.027 -0.564
H11 12.520 -0.572 -2.395
H12 13.758 -0.218 -1.151
Cl13 17.216 -7.177 -0.280
C7 15.472 -7.390 -0.161
Cl14 14.686 -6.072 -1.006
H13 15.216 -8.330 -0.650
H14 15.126 -7.393 0.873
Cl15 12.182 -8.800 -1.223
C8 10.395 -9.066 -1.271
Cl16 10.035 -10.846 -1.308
H15 9.939 -8.606 -0.395
H16 10.071 -8.584 -2.194

***

DFT (ωB97M-V/def2-TZVPD) results for a structure of composition C8H16ClCuN2O8 in a non-equilibrium geometry.

Orbital gap, eV: 3.43
Energy relative to the best compared isomer or geometry (same formula, charge and spin), kJ/mol: 0.0
HOMO level, eV: 0.174
Charge: -2
Electronic energy, Ha: -3126.114028

Cartesian coordinates (Å):
Cu1 -10.151 20.112 19.665
Cl1 -8.798 20.663 16.047
O1 -11.223 18.155 22.241
C1 -12.048 17.049 21.840
C2 -11.484 16.125 20.717
O2 -11.049 16.694 19.508
H1 -13.055 17.413 21.634
H2 -12.187 16.495 22.768
H3 -12.266 15.390 20.527
H4 -10.607 15.635 21.140
C3 -14.100 22.504 21.804
N1 -13.418 23.314 20.751
O3 -13.161 24.487 21.081
O4 -13.067 22.802 19.651
H5 -14.799 23.079 22.410
H6 -13.368 22.039 22.465
H7 -14.676 21.674 21.396
C4 -5.837 18.286 20.860
N2 -5.560 17.104 21.699
O5 -5.004 16.118 21.212
O6 -5.909 17.222 22.898
H8 -6.419 17.923 20.013
H9 -4.912 18.682 20.440
H10 -6.313 18.971 21.562
O7 -9.027 23.576 22.010
C5 -9.081 24.238 23.033
O8 -8.972 25.612 23.146
C6 -9.442 25.991 24.370
C7 -9.129 24.804 25.196
C8 -9.505 23.667 24.350
H11 -10.498 26.213 24.221
H12 -8.938 26.915 24.654
H13 -9.731 24.799 26.105
H14 -8.075 24.715 25.459
H15 -10.557 23.382 24.372
H16 -8.859 22.820 24.581

***

DFT (ωB97M-V/def2-TZVPD) results for a cluster of 2 separate species, C8H16ClF in total in a non-equilibrium geometry.

Orbital gap, eV: 9.46
Energy relative to the best compared isomer or geometry (same formula, charge and spin), kJ/mol: 90.8
HOMO level, eV: -8.628
Electronic energy, Ha: -874.370864

Cartesian coordinates (Å):
C1 -1.443 1.294 1.058
C2 -2.807 0.728 -1.005
C3 1.489 -1.092 1.361
C4 1.870 1.032 -0.131
C5 1.875 -1.536 -0.934
C6 -1.385 0.873 -0.395
C7 1.326 -0.457 -0.041
C8 -0.809 -0.542 -0.380
F1 -0.767 -0.873 -1.726
Cl1 -1.499 -1.753 0.606
H1 -0.445 1.291 1.353
H2 -1.933 2.172 1.264
H3 -2.061 0.631 1.601
H4 -3.291 1.602 -0.651
H5 -3.280 -0.145 -0.524
H6 -2.795 0.523 -1.987
H7 2.209 -1.875 1.425
H8 0.569 -1.512 1.761
H9 1.782 -0.372 2.129
H10 1.289 1.610 -0.787
H11 1.850 1.494 0.864
H12 2.836 1.050 -0.489
H13 1.471 -2.550 -0.722
H14 1.758 -1.470 -2.008
H15 2.917 -1.605 -0.724
H16 -0.725 1.484 -0.917

***

DFT (ωB97M-V/def2-TZVPD) results for a cluster of 2 separate species, C8H16N in total in a non-equilibrium geometry.

Orbital gap, eV: 10.54
Energy relative to the best compared isomer or geometry (same formula, charge and spin), kJ/mol: 440.6
HOMO level, eV: -13.338
Charge: +1
Electronic energy, Ha: -368.768764

Cartesian coordinates (Å):
C1 -3.390 -0.564 0.015
C2 1.932 -1.609 -0.583
C3 -2.620 -1.509 0.090
C4 1.109 -0.662 0.139
C5 1.364 -0.699 1.588
C6 -0.195 0.238 -1.932
C7 -0.556 2.275 0.699
C8 0.149 0.098 -0.454
N1 -0.805 0.835 0.603
H1 -3.999 0.337 0.005
H2 1.452 -1.709 -1.620
H3 2.853 -1.116 -0.859
H4 1.953 -2.642 -0.137
H5 -1.900 -2.304 0.249
H6 0.549 -1.194 2.067
H7 1.373 0.228 2.120
H8 2.295 -1.280 1.730
H9 -0.661 1.174 -2.039
H10 0.735 0.223 -2.680
H11 -0.725 -0.507 -2.307
H12 0.063 2.384 1.529
H13 -0.211 2.598 -0.316
H14 -1.396 2.864 0.817
H15 -0.447 0.432 1.600
H16 -1.701 0.407 0.315

***

DFT (ωB97M-V/def2-TZVPD) results for a cluster of 2 separate species, C8H16N2 in total in a non-equilibrium geometry.

Orbital gap, eV: 8.47
Structure (SMILES): C#CC(C)(C)N.C/C=N\C
Energy relative to the best compared isomer or geometry (same formula, charge and spin), kJ/mol: 416.6
HOMO level, eV: -7.641
Electronic energy, Ha: -423.780938

Cartesian coordinates (Å):
C1 1.268 1.618 0.656
C2 0.912 0.482 0.262
C3 1.389 -0.866 -0.197
C4 2.918 -0.919 -0.067
C5 1.013 -1.136 -1.661
N1 0.836 -1.966 0.615
H1 2.214 2.035 0.946
H2 3.383 -0.149 -0.682
H3 3.273 -1.897 -0.391
H4 3.222 -0.755 0.967
H5 -0.069 -1.167 -1.786
H6 1.397 -0.346 -2.308
H7 1.397 -2.106 -1.977
H8 -0.178 -1.938 0.597
H9 1.117 -1.855 1.584
C6 -3.067 1.307 -0.707
C7 -1.862 0.437 -0.536
N2 -1.080 0.400 0.465
C8 -1.517 0.971 1.735
H10 -3.585 1.067 -1.633
H11 -3.767 1.200 0.123
H12 -2.761 2.358 -0.748
H13 -1.598 -0.151 -1.407
H14 -2.490 0.564 2.038
H15 -0.760 0.763 2.485
H16 -1.605 2.052 1.629